# 1
# C23H24N2O6S2

The molecule C23H24N2O6S2 in a non-equilibrium geometry (the ωB97M-V functional and the def2-TZVPD basis, the OMol25 dataset).

CARTESIAN COORDINATES (ANGSTROEM)
C -0.248304 -4.826478 -0.500730
H -0.928381 -4.478883 -1.284640
O 0.516640 -3.769666 0.024403
C -0.142477 -2.727621 0.633744
C -1.516143 -2.635771 0.777685
C -2.077476 -1.533474 1.406136
C -1.273079 -0.520297 1.885743
C 0.103272 -0.601158 1.750983
C 0.680416 -1.698378 1.132330
N 2.058523 -1.858098 0.950857
C 3.048492 -0.985706 1.248186
O 2.895587 0.062346 1.842920
C 4.416866 -1.387432 0.702460
C 4.571328 -0.793243 -0.709966
N 4.101373 0.574671 -0.713207
C 4.873685 1.611391 -0.297787
S 6.479804 1.532087 -0.020890
S 3.892703 3.046952 -0.140140
C 2.405055 2.169325 -0.518787
C 1.218156 2.782214 -0.269088
C -0.141431 2.341099 -0.361123
C -1.112755 3.108203 0.303400
C -2.433012 2.716207 0.306740
C -2.845438 1.546789 -0.379803
C -1.877932 0.798748 -1.072909
C -0.554645 1.205073 -1.056468
H 0.185088 0.631944 -1.580059
O -2.289743 -0.323364 -1.743545
C -1.326000 -1.075610 -2.443717
H -0.531184 -1.429459 -1.782486
H -0.884934 -0.499712 -3.262712
H -1.871483 -1.924785 -2.854185
O -4.169359 1.296514 -0.267786
C -4.782097 0.220587 -0.940965
H -4.677344 0.310463 -2.024112
H -5.836188 0.284699 -0.670655
H -4.377372 -0.740955 -0.620869
O -3.440354 3.377499 0.940364
C -3.128242 4.555523 1.642502
H -2.718397 5.324432 0.979307
H -4.071699 4.905698 2.057906
H -2.423074 4.365340 2.458281
H -0.803986 3.994506 0.832963
H 1.321830 3.785010 0.132963
C 2.746591 0.806457 -0.902154
O 2.023710 -0.069028 -1.340100
H 3.952659 -1.337819 -1.428061
H 5.617323 -0.806420 -1.021638
H 4.544252 -2.468193 0.665810
H 5.176522 -0.951654 1.353527
H 2.289014 -2.686000 0.417838
H 0.737144 0.185053 2.122958
H -1.711506 0.340416 2.365671
H -3.149520 -1.477025 1.518312
H -2.161234 -3.414947 0.403519
H -0.820716 -5.334278 0.281657
H 0.469467 -5.523770 -0.930603

Forces on atoms 1 to 2 (eV/Å):
-0.09 -0.23 -0.10
0.01 0.00 0.04

Properties
Gap between HOMO and LUMO   0.256 Ha
Highest occupied orbital energy   -7.5 eV
Total charge   0
Structure (SMILES)   COc1ccccc1NC(=O)CCN1C(=O)/C(=C\c2cc(OC)c(OC)c(OC)c2)SC1=S
Energy   -2248.15865 a.u.
ΔE to the lowest compared entry with this formula, charge and spin   0.7 kcal/mol

---

# 2
# C43H37GaN5O3PS2

A structure of composition C43H37GaN5O3PS2 in a non-equilibrium geometry (the ωB97M-V functional and the def2-TZVPD basis, the OMol25 dataset).

CARTESIAN COORDINATES (ANGSTROEM)
Ga -0.930755 -0.848055 1.138376
C 0.210400 -2.452226 -6.990642
C -0.162449 -2.319594 -5.562216
C 0.560014 -1.568265 -4.653383
C 0.116110 -1.434817 -3.337276
C -1.017631 -2.167095 -2.935992
C -1.869155 -2.816220 -3.877209
C -1.374020 -2.941281 -5.176655
S -1.563563 -2.274310 -1.298551
O -2.495759 -3.394291 -1.304082
O -2.043323 -0.921723 -0.853306
N -0.287192 -2.434890 -0.168272
C -0.275704 -3.716129 0.414179
C 0.068197 -4.905861 -0.231072
C -0.238980 -6.150015 0.352139
C -0.878874 -6.284618 1.569562
C -1.329333 -5.053547 2.205221
C -2.156361 -5.077698 3.298656
C -2.706003 -3.910556 3.783028
C -2.306209 -2.677884 3.266976
N -1.493608 -2.589493 2.147932
C -0.977207 -3.763769 1.638049
H 0.450243 -1.420814 -7.350596
H -0.625581 -2.823882 -7.586843
H 1.149518 -3.008311 -7.140424
H 1.493668 -1.163365 -4.953877
H 0.563651 -0.786240 -2.610908
H -2.793105 -3.224020 -3.535134
H -2.012945 -3.506643 -5.884392
H 0.478368 -4.951299 -1.226985
H 0.060228 -7.044656 -0.205344
H -1.112675 -7.261754 1.981393
H -2.449156 -6.033447 3.770068
H -3.395799 -4.003848 4.625737
H -2.737662 -1.798702 3.686380
C 1.946711 -2.042267 4.770211
N 0.900117 -1.007445 4.929927
C 0.199559 -0.560607 6.086718
C -0.718796 0.313988 5.718072
N -0.744081 0.347931 4.273276
C 0.304556 -0.409288 3.845568
S 1.091145 -0.374543 2.333484
C -1.728811 0.947763 3.431905
C -2.207014 2.193047 3.894355
C -2.979621 2.956940 3.055433
C -3.239765 2.505075 1.751540
C -2.814507 1.264307 1.399331
N -1.909553 0.520832 2.160374
H 1.770339 -2.720819 3.877095
H 2.073176 -2.639408 5.669099
H 2.905441 -1.485303 4.503540
H 0.391745 -1.029359 7.050605
H -1.460921 0.851106 6.324741
H -1.770225 2.646792 4.838449
H -3.387941 3.904641 3.469470
H -3.730439 3.087951 0.981784
H -3.203893 0.770292 0.520583
O 0.617043 0.690412 -0.532703
P 1.130970 2.059580 -0.991148
C 2.870280 2.095529 -1.056071
C 3.662085 0.997923 -0.738897
C 5.029505 1.114867 -0.632437
C 5.613831 2.415544 -0.796928
C 4.932380 3.511987 -1.131662
C 3.544057 3.359048 -1.140318
C 0.739519 3.312106 0.165139
C -0.361447 4.136536 -0.019740
C -0.726198 5.071146 0.974719
C 0.089688 5.304686 2.065269
C 1.200881 4.505628 2.260253
C 1.529296 3.592193 1.290037
C 0.462986 2.481181 -2.587773
C 1.181212 3.091710 -3.620622
C 0.497221 3.380842 -4.821952
C -0.777611 2.883485 -5.034584
C -1.492695 2.294719 -4.013579
C -0.821587 2.091281 -2.812510
H 3.225363 -0.018159 -0.679748
H 5.689252 0.236113 -0.387323
H 6.687780 2.494262 -0.765097
H 5.438065 4.401399 -1.545675
H 2.949643 4.223746 -1.229687
H -0.970488 4.041585 -0.904642
H -1.637924 5.656787 0.909726
H -0.247270 5.992499 2.864569
H 1.876813 4.639179 3.098833
H 2.479798 3.030906 1.401192
H 2.196345 3.318589 -3.652044
H 0.966022 3.864968 -5.616721
H -1.297614 3.028994 -5.977092
H -2.520950 1.903260 -4.167704
H -1.360824 1.483161 -2.053179

Forces on atoms 1 to 2 (eV/Å):
1.86 -2.35 -1.87
0.99 1.36 -0.68

Properties
Gap between HOMO and LUMO   0.251 Ha
Highest occupied orbital energy   -13.1 eV
Total charge   +2
Energy   -5222.36545 a.u.
ΔE to the lowest compared entry with this formula, charge and spin   35.7 kcal/mol

---

# 3
# C28H43MnN4O6SbSi3

A structure of composition C28H43MnN4O6SbSi3 (the ωB97M-V functional and the def2-TZVPD basis, the OMol25 dataset).

CARTESIAN COORDINATES (ANGSTROEM)
Mn -0.978313 0.132883 1.980275
O -5.393694 0.061888 1.814575
C -4.083751 0.263422 1.838334
O -3.265471 -0.616660 1.979972
C -3.676645 1.689727 1.663537
C -4.525559 2.744019 1.423826
C -3.939002 4.004190 1.255334
C -2.567266 4.139845 1.330352
C -1.791080 3.008417 1.580284
N -2.353366 1.821736 1.740570
C -0.258052 3.038129 1.663668
O 0.275345 4.122388 1.512461
O 0.267672 1.894648 1.883070
H -5.563613 -0.887473 1.912064
H -5.594472 2.603006 1.365130
H -4.564920 4.865112 1.060700
H -2.067581 5.088949 1.196550
O -0.216216 -1.695513 1.281990
N 0.397423 -2.432262 2.137725
N 0.409609 -1.958974 3.313366
O -0.129933 -0.809203 3.637955
C 1.093146 -2.697932 4.340901
C 1.477307 -2.017440 5.482870
C 2.147492 -2.705934 6.482364
C 2.423836 -4.057161 6.338633
C 2.024372 -4.724815 5.188231
C 1.353481 -4.051326 4.182137
H 1.250233 -0.965243 5.569056
H 2.456705 -2.179885 7.375622
H 2.946806 -4.590626 7.121237
H 2.231555 -5.780548 5.073913
H 1.034288 -4.559536 3.284091
C -3.069949 2.812651 -2.518815
Si -2.906761 0.947845 -2.695461
C -4.378191 0.140902 -1.842945
C -3.040557 0.500069 -4.511677
Sb -0.785142 0.269771 -1.451130
Si -0.438413 -2.122969 -2.267612
C -1.837859 -3.148035 -1.558395
C -0.430367 -2.273920 -4.140660
C 1.188966 -2.749820 -1.584067
Si 0.931218 1.629203 -2.794081
C 2.578217 0.753306 -2.891959
C 1.082678 3.249302 -1.873627
C 0.357581 1.966125 -4.552231
H -4.072345 3.138263 -2.811981
H -2.350428 3.332232 -3.155973
H -2.891309 3.133008 -1.490123
H -5.313909 0.532740 -2.252753
H -4.376968 0.329193 -0.769672
H -4.373334 -0.941266 -1.991588
H -3.979386 0.902294 -4.905725
H -3.057768 -0.582071 -4.651290
H -2.224282 0.906869 -5.106163
H -2.800525 -2.861071 -1.988005
H -1.881711 -3.021074 -0.475600
H -1.676854 -4.208082 -1.776101
H -1.441436 -2.199546 -4.545402
H -0.022656 -3.246446 -4.432026
H 0.177930 -1.499801 -4.613086
H 1.132144 -2.815930 -0.495814
H 2.029801 -2.107466 -1.854273
H 1.389134 -3.751734 -1.974877
H 3.000621 0.594637 -1.900253
H 3.267543 1.369378 -3.477345
H 2.493611 -0.213117 -3.395497
H 1.435850 3.095851 -0.852102
H 0.120076 3.764626 -1.819802
H 1.789154 3.912874 -2.381085
H 0.117610 1.047526 -5.090428
H 1.162357 2.470766 -5.095448
H -0.519867 2.615995 -4.576838
N 2.241978 0.136565 0.510070
C 3.592851 0.117829 0.829789
C 4.206254 1.249467 1.374023
C 5.565187 1.246711 1.640149
C 6.343141 0.126252 1.374351
C 5.735522 -0.998759 0.833713
C 4.376586 -1.006652 0.560009
H 1.781571 -0.759336 0.464423
H 1.691784 0.850866 0.973836
H 3.601518 2.124501 1.585149
H 6.021833 2.132804 2.063819
H 7.403951 0.130385 1.586231
H 6.324052 -1.882717 0.620284
H 3.908961 -1.888821 0.135270

Forces on atoms 1 to 2 (eV/Å):
0.42 0.18 -0.29
-0.09 0.00 0.00

Properties
Expectation value of S²   8.7540
Gap between HOMO and LUMO (alpha / beta)   0.237 / 0.235 Ha
Highest occupied orbital energy (alpha / beta)   -7.3 / -7.3 eV
Total charge   0
Multiplicity   6
Energy   -4023.09821 a.u.
ΔE to the lowest compared entry with this formula, charge and spin   0.0 kcal/mol

---

> Among the records above, which one has the highest ΔE to the lowest compared entry with this formula, charge and spin?

C43H37GaN5O3PS2

---

> total charge of number 1 (C23H24N2O6S2)?

0

---

> What is the formula in the first record?

C23H24N2O6S2

---

> The highest energy belongs to which entry?

C23H24N2O6S2